[1]
Molecular formula: C34H57F3N2O2SiTi
Method: DFT, ωB97M-V with the def2-TZVPD basis set

HOMO energy (alpha / beta) = -0.2076 / -0.2871 Eh
Total charge = 0
HOMO-LUMO gap (alpha / beta) = 6.14 / 8.30 eV
Spin multiplicity = 3
Expectation value of S² = 2.01

Positions of all 100 atoms, in Å:
O -0.2131 1.4685 -0.2046
O 0.7222 -0.3992 -3.9761
C -1.1500 2.3505 -0.9468
C -1.1821 3.7507 -0.3818
H -2.1148 1.8414 -0.8607
H -0.8377 2.3315 -1.9977
H -1.3380 3.7688 0.7028
H -2.0165 4.2930 -0.8405
H -0.2643 4.3008 -0.6154
C 1.1967 1.8513 -0.2555
C 1.6823 2.0474 -1.6821
H 1.7646 1.0483 0.2431
H 1.3270 2.7765 0.3269
H 1.4319 1.1979 -2.3307
H 2.7756 2.1407 -1.6753
H 1.2754 2.9701 -2.1166
C 1.5130 -1.5967 -4.1717
C 0.5437 0.4044 -5.1556
C 2.8759 -1.4758 -3.5271
H 1.6293 -1.8168 -5.2488
H 0.9615 -2.4297 -3.7080
H 3.4078 -0.5934 -3.9055
H 3.4706 -2.3666 -3.7597
H 2.7833 -1.4072 -2.4355
C 1.8433 0.9729 -5.6923
H -0.1380 1.2105 -4.8571
H 0.0417 -0.1984 -5.9318
H 2.4213 1.4815 -4.9122
H 1.6210 1.7055 -6.4719
H 2.4590 0.1811 -6.1332
H -0.8131 -0.0925 -2.1935
N -0.0626 1.2686 3.2499
C -0.1026 0.6127 4.4276
C -0.1043 -0.7744 4.5158
C 0.1539 -1.7055 3.5125
C -0.0274 1.4337 5.6794
H -0.7634 2.2455 5.6973
H 0.9737 1.8654 5.8143
H -0.2298 0.7869 6.5391
C 0.5098 -3.1068 3.8904
H 1.4249 -3.4539 3.3955
H -0.3085 -3.7996 3.6627
H 0.6816 -3.1376 4.9714
N 0.0863 -1.3969 2.2073
C 0.3668 2.6373 3.2237
C -0.5858 3.6670 3.3244
C -2.0261 3.3705 3.6099
C -0.1553 4.9886 3.2063
H -0.8994 5.7908 3.2218
C 1.2054 5.2770 3.0799
H 1.5270 6.3109 2.9659
C 2.1498 4.2515 3.1108
H 3.2178 4.4789 3.0432
C 1.7483 2.9236 3.2323
C 2.7713 1.8435 3.4206
C 0.4461 -2.3550 1.1922
C -0.4958 -3.3147 0.7681
C -1.8644 -3.3717 1.3770
C -0.1207 -4.2336 -0.2160
H -0.8515 -4.9703 -0.5529
C 1.1676 -4.2199 -0.7540
H 1.4453 -4.9419 -1.5220
C 2.1020 -3.2934 -0.2975
H 3.1201 -3.2875 -0.6902
C 1.7651 -2.3700 0.6949
C 2.8146 -1.4443 1.2320
Ti -0.5455 0.3838 1.5080
H -2.6158 3.2540 2.6952
H -2.4739 4.2068 4.1682
H -2.1619 2.4668 4.2133
H 2.5440 0.9366 2.8433
H 2.8880 1.5500 4.4757
H 3.7558 2.2045 3.0913
H -2.5249 -3.9699 0.7380
H -2.3297 -2.3847 1.4856
H -1.8617 -3.8487 2.3683
H 2.7574 -1.3156 2.3232
H 2.7821 -0.4433 0.7730
H 3.8038 -1.8621 0.9957
H -0.1829 -1.1721 5.5259
C -1.2872 -1.0659 -1.9304
Si -2.3973 -1.8114 -3.2760
H -0.4593 -1.7645 -1.7272
H -1.8713 -0.9428 -1.0091
C -3.2438 -0.4386 -4.2409
C -3.6410 -2.9114 -2.3932
C -1.5184 -2.9091 -4.5311
H -2.1940 -3.1467 -5.3649
H -1.1893 -3.8542 -4.0842
H -0.6400 -2.4151 -4.9585
H -3.8898 0.1566 -3.5824
H -3.8668 -0.8176 -5.0619
H -2.4926 0.2341 -4.6777
H -3.9132 -2.4838 -1.4201
H -3.2307 -3.9157 -2.2223
H -4.5509 -3.0086 -3.0013
F -3.2841 -0.5531 0.6790
C -2.6045 0.2333 1.6351
F -3.3152 1.4477 1.5781
F -3.0050 -0.3316 2.8648

[2]
Molecular formula: C34H58BeCl6FKLiN3NaO10PS
Method: DFT, ωB97M-V with the def2-TZVPD basis set

HOMO energy = -0.1976 Eh
Total charge = 0
HOMO-LUMO gap = 1.47 eV

Positions of all 118 atoms, in Å:
C 4.1070 3.7428 -2.5747
C 3.3903 2.7633 -1.6172
P 2.8946 1.1577 -2.4709
C 2.6836 1.6313 -4.2761
C 1.2632 0.5208 -1.7667
C -0.0063 1.4409 -1.7924
C -0.1318 2.1304 -0.4002
C -1.3479 3.0917 -0.3147
C -2.4442 2.7312 0.7327
C -3.0116 4.0130 1.3730
N -4.0167 4.6156 0.5091
C -3.9051 5.7577 -0.1588
C -5.0189 6.0530 -0.8807
C -5.9146 4.9472 -0.6299
C -5.2475 4.1447 0.2086
C 0.0923 2.6829 -2.7533
O 0.6205 3.7217 -2.4059
N -0.4773 2.6257 -4.0811
C -0.1704 3.7958 -4.8046
O -0.7354 4.8667 -4.7277
F 0.8276 3.6776 -5.7227
C -1.3813 0.7813 -2.0993
C -2.0476 -0.0651 -1.0102
C -3.6018 0.0757 -1.1746
C -4.3452 -0.4364 0.0960
C -5.7508 -1.0103 -0.2989
C -3.5645 -1.5633 0.7923
O -1.4311 0.0117 -3.3311
S -0.4123 -1.1958 -3.4189
O 0.0462 -1.2504 -4.7681
O -1.1268 -2.4300 -3.0973
C 1.0920 -0.9801 -2.3199
C 0.9000 -1.9535 -1.1673
O 2.0087 -2.0274 -0.2824
C 2.0592 -3.3496 0.2133
O 2.1595 -1.2204 -3.1621
C 2.7475 -2.5007 -3.2094
C 1.9494 -3.6572 -3.8556
C 2.8129 -4.9407 -3.6138
O 1.8596 -3.5526 -5.2587
H 4.8231 4.2992 -1.9607
H 4.7271 3.1921 -3.2876
H 3.4107 4.4253 -3.0591
H 2.5947 3.2218 -1.0305
H 4.1530 2.4444 -0.8981
H 3.6464 1.5581 -4.7767
H 2.3111 2.6526 -4.3363
H 1.9305 0.9695 -4.7114
H 1.5035 0.3659 -0.7058
H 0.7648 2.6969 -0.1471
H -0.2110 1.3841 0.3998
H -1.8547 3.2883 -1.2633
H -0.9656 4.0650 0.0215
H -2.1235 1.9968 1.4728
H -3.2818 2.3388 0.1485
H -2.2354 4.7213 1.6560
H -3.5370 3.6835 2.2764
H -3.0379 6.4069 -0.1467
H -5.1950 6.9065 -1.5351
H -6.9003 4.7928 -1.0342
H -5.6199 3.2151 0.6153
H -1.5401 2.7074 -3.9359
H -2.0704 1.6078 -2.3019
H -1.8350 0.2022 0.0236
H -1.8827 -1.1418 -1.1013
H -3.9082 1.1005 -1.3783
H -3.8867 -0.6251 -1.9656
H -4.4466 0.3631 0.8374
H -5.9829 -1.8708 0.3353
H -6.4897 -0.2274 -0.1260
H -5.7046 -1.3465 -1.3352
H -4.2168 -2.0870 1.5031
H -2.7092 -1.2235 1.3843
H -3.1778 -2.2928 0.0666
H 0.0328 -1.6913 -0.5410
H 0.7004 -2.9787 -1.5063
H 2.7397 -3.4578 1.0826
H 1.0520 -3.5840 0.6068
H 2.3385 -4.0560 -0.5848
H 3.6269 -2.3915 -3.8579
H 3.1630 -2.8719 -2.2682
H 0.9828 -3.8754 -3.3893
H 2.1443 -5.8056 -3.6740
H 3.6539 -4.9992 -4.2999
H 3.1880 -4.9407 -2.5799
H 2.1025 -2.6580 -5.5209
Na -5.6173 8.1020 0.4627
C 0.9652 -4.9429 5.4879
C 2.0389 -4.3595 4.5728
C 1.6726 -2.9699 4.0263
C 0.4383 -3.0790 3.2325
N -0.5211 -3.1618 2.5569
H 0.0231 -5.0920 4.9522
H 1.2778 -5.9132 5.8708
H 0.7778 -4.2864 6.3394
H 2.2081 -5.0577 3.7373
H 2.9779 -4.2858 5.1210
H 2.4719 -2.5864 3.3883
H 1.5282 -2.2622 4.8422
C 4.9875 -6.1700 7.4703
Cl 4.5602 -4.4756 7.6032
Cl 4.9121 -6.9785 9.0513
Cl 3.9184 -6.9775 6.3084
H 6.0021 -6.2436 7.1011
O -0.3485 3.6183 5.1929
C 0.5016 2.7707 4.7613
C 2.0091 3.5331 4.5606
O 2.8494 2.6879 4.1223
H 0.3094 2.3043 3.7725
H 0.7338 1.9050 5.4112
H 2.2230 3.9871 5.5432
H 1.7999 4.4048 3.9200
Li -2.7900 -4.1889 -0.0536
Cl 3.5643 0.5139 4.0330
Be 3.3332 -5.0690 1.9430
Cl 4.9761 -2.5104 5.7936
Cl -3.4576 2.9237 -3.3880
K -0.5277 -5.4683 -1.3872